Record 1
The following is a quantum chemistry calculation of 10 unconnected molecules or ions with the total composition C27H73NO19 at a distorted geometry, from the OMol25 dataset.

Properties
Energy above the lowest of the compared OMol25 structures with the same formula, charge and spin, kcal/mol: 0.2
Lowest unoccupied orbital energy, eV: 0.45
SMILES: CC1(C)CCCC(C)(C)N1O.OCCO.OCCO.OCCO.OCCO.OCCO.OCCO.OCCO.OCCO.OCCO

Structure (ORCA input):
```
! RIJCOSX wB97M-V def2-TZVPD def2/J DEFGRID3
* xyz 0 1
C 7.951 -4.049 0.103
C 6.437 -4.159 -0.037
C 6.164 -5.241 -1.169
C 5.822 -4.624 1.274
C 4.304 -4.458 1.491
C 4.032 -2.984 1.257
C 4.444 -2.526 -0.103
C 3.414 -3.022 -1.178
C 4.306 -1.010 -0.154
N 5.861 -2.834 -0.269
O 6.247 -2.372 -1.597
H 8.425 -5.015 0.050
H 8.375 -3.385 -0.654
H 8.303 -3.652 1.038
H 6.622 -5.001 -2.156
H 6.712 -6.153 -0.894
H 5.135 -5.538 -1.311
H 6.163 -5.643 1.396
H 6.221 -4.025 2.115
H 3.740 -5.130 0.832
H 4.075 -4.725 2.535
H 4.689 -2.539 2.028
H 3.003 -2.724 1.531
H 3.694 -2.724 -2.200
H 2.413 -2.680 -0.849
H 3.340 -4.119 -1.292
H 3.253 -0.676 0.032
H 4.662 -0.642 -1.105
H 4.855 -0.605 0.684
H 5.708 -2.881 -2.250
O -4.531 4.448 1.614
C -3.824 3.335 1.241
C -3.506 2.393 2.365
O -4.725 1.872 2.876
H -5.373 4.171 1.985
H -4.291 2.881 0.367
H -2.814 3.641 0.913
H -2.976 2.888 3.188
H -2.869 1.600 1.986
H -4.547 1.606 3.792
O -3.013 -0.506 -3.139
C -4.425 -0.374 -3.045
C -4.845 0.400 -1.809
O -4.279 -0.280 -0.633
H -2.692 -0.737 -2.235
H -4.855 -0.034 -4.007
H -4.682 -1.422 -3.003
H -5.972 0.473 -1.694
H -4.511 1.429 -1.663
H -3.448 0.191 -0.397
O -3.207 -0.069 6.245
C -1.915 0.277 5.604
C -1.722 -0.795 4.579
O -1.589 -2.130 5.103
H -3.251 0.513 7.011
H -1.932 1.310 5.219
H -1.202 0.159 6.441
H -0.814 -0.541 4.050
H -2.515 -0.771 3.800
H -2.468 -2.467 5.308
O -2.544 -4.559 2.058
C -2.816 -5.040 0.780
C -3.774 -4.092 0.122
O -3.234 -2.743 0.142
H -2.591 -3.603 2.016
H -1.926 -5.189 0.147
H -3.325 -6.003 0.848
H -4.698 -4.197 0.730
H -3.996 -4.446 -0.900
H -3.872 -2.136 -0.306
O 2.371 2.660 1.489
C 2.115 1.485 2.190
C 1.206 1.834 3.344
O -0.079 2.265 2.862
H 1.706 2.866 0.797
H 1.690 0.745 1.532
H 3.039 0.995 2.424
H 1.723 2.690 3.806
H 1.049 1.046 4.073
H -0.113 3.173 2.546
O -0.950 5.001 2.353
C -0.597 5.691 1.153
C 0.683 5.131 0.521
O 0.476 3.791 0.107
H -1.894 5.172 2.441
H -1.288 5.537 0.299
H -0.524 6.779 1.403
H 1.593 5.102 1.142
H 0.954 5.749 -0.343
H -0.028 3.729 -0.739
O -1.127 -1.349 -0.874
C -0.676 -0.481 0.172
C -0.585 0.941 -0.421
O -2.032 1.412 -0.618
H -1.704 -2.001 -0.450
H -1.466 -0.464 1.014
H 0.203 -1.009 0.585
H -0.030 0.944 -1.382
H -0.244 1.619 0.344
H -1.979 2.226 -1.162
O -1.257 3.473 -2.408
C -1.495 4.804 -2.942
C -2.727 4.901 -3.794
O -2.732 4.149 -4.971
H -0.958 2.807 -3.050
H -1.543 5.506 -2.127
H -0.638 5.139 -3.551
H -2.790 5.970 -4.014
H -3.516 4.569 -3.119
H -2.485 3.243 -4.749
O 1.123 0.491 -4.959
C -0.066 -0.059 -5.427
C -1.190 0.918 -5.551
O -1.655 1.522 -4.322
H 1.183 1.423 -5.179
H 0.117 -0.515 -6.421
H -0.349 -0.843 -4.712
H -2.019 0.318 -5.955
H -0.991 1.716 -6.285
H -2.301 0.867 -3.920
*
```

---

Record 2
The following is a quantum chemistry calculation of a molecular structure, C27H74AsF6O10 at a distorted geometry, from the OMol25 dataset.

Properties
Lowest unoccupied orbital energy (alpha / beta), eV: 4.31 / 4.30

Structure (ORCA input):
```
! RIJCOSX wB97M-V def2-TZVPD def2/J DEFGRID3
* xyz -2 2
As 0.264 -0.097 0.659
F 0.000 0.409 2.367
F -0.732 1.268 0.026
F 0.474 -0.713 -1.027
F 1.223 -1.505 1.229
F -1.290 -1.072 0.720
F 1.729 0.801 0.501
O 3.766 1.189 -1.484
H 4.092 0.459 -0.957
H 2.898 1.375 -1.126
C 2.237 2.847 2.717
C 3.279 3.813 3.241
C 4.600 3.559 2.567
O 2.897 5.128 3.080
H 2.595 1.867 2.402
H 1.628 3.356 1.969
H 1.483 2.631 3.474
H 3.345 3.718 4.325
H 4.769 4.074 1.622
H 4.891 2.518 2.425
H 5.336 4.027 3.221
H 3.585 5.592 3.564
C -2.900 -1.317 -6.245
C -2.428 -1.429 -4.829
C -1.036 -0.956 -4.409
O -3.413 -0.883 -3.956
H -3.119 -0.270 -6.453
H -3.815 -1.862 -6.477
H -2.089 -1.720 -6.851
H -2.381 -2.494 -4.600
H -0.191 -1.193 -5.055
H -0.680 -1.387 -3.473
H -0.935 0.129 -4.368
H -3.200 -1.238 -3.090
C -4.298 -0.018 -0.298
C -3.935 -1.565 -0.325
C -5.174 -2.408 -0.732
O -2.990 -1.833 -1.300
H -5.120 0.192 0.386
H -4.562 0.416 -1.263
H -3.452 0.528 0.119
H -3.698 -1.888 0.689
H -5.015 -3.418 -0.355
H -5.431 -2.397 -1.791
H -6.064 -1.984 -0.266
H -2.167 -1.520 -0.918
C 3.720 -2.535 -4.551
C 2.684 -3.532 -3.984
C 2.743 -3.568 -2.434
O 1.400 -3.095 -4.364
H 4.726 -2.843 -4.268
H 3.675 -1.580 -4.027
H 3.525 -2.352 -5.608
H 2.705 -4.556 -4.356
H 2.370 -2.652 -1.976
H 3.716 -3.920 -2.093
H 2.080 -4.375 -2.122
H 1.208 -2.291 -3.875
C 4.415 -0.474 2.377
C 4.765 -1.425 1.305
C 4.307 -2.847 1.594
O 4.183 -1.072 0.017
H 4.970 -0.710 3.285
H 3.383 -0.682 2.662
H 4.510 0.549 2.015
H 5.835 -1.414 1.096
H 3.251 -2.999 1.816
H 4.863 -3.396 2.354
H 4.394 -3.454 0.692
H 3.260 -0.882 0.199
C -0.031 3.548 -4.201
C -0.074 2.766 -2.892
C 0.723 3.492 -1.812
O -1.358 2.597 -2.340
H -0.521 2.929 -4.953
H 0.968 3.658 -4.623
H -0.545 4.509 -4.208
H 0.349 1.771 -3.024
H 0.450 4.532 -1.633
H 1.799 3.544 -1.982
H 0.696 3.002 -0.839
H -1.162 2.328 -1.440
C -2.594 0.956 6.541
C -1.938 0.377 5.267
C -2.981 -0.045 4.223
O -0.971 1.267 4.714
H -1.847 0.944 7.334
H -3.372 0.314 6.956
H -3.160 1.870 6.362
H -1.391 -0.531 5.519
H -2.476 -0.562 3.407
H -3.523 0.806 3.810
H -3.734 -0.706 4.651
H -0.588 0.893 3.917
C -1.523 -4.576 1.632
C -0.422 -5.033 0.778
C -0.810 -4.505 -0.635
O 0.691 -4.284 1.223
H -1.432 -3.513 1.854
H -1.525 -5.184 2.537
H -2.454 -4.747 1.093
H -0.298 -6.113 0.698
H -1.137 -3.467 -0.702
H -1.691 -5.006 -1.034
H -0.009 -4.551 -1.373
H 0.563 -3.344 1.075
C -0.777 4.556 1.608
C -2.273 4.793 1.439
C -3.062 3.508 1.020
O -2.814 5.312 2.676
H -0.272 5.462 1.946
H -0.223 4.082 0.798
H -0.656 3.755 2.337
H -2.387 5.483 0.602
H -4.122 3.758 1.066
H -2.745 2.742 1.727
H -2.668 3.109 0.085
H -2.335 4.882 3.388
*
```